1.
# C4H5NOS

An isolated molecule of C4H5NOS in a non-equilibrium geometry (ωB97M-V/def2-TZVPD, the OMol25 dataset).

The calculation puts the HOMO-LUMO gap at 8.0 eV. The highest occupied orbital energy is -7.6 eV.

Each line ends with the natural charge from an NBO analysis.
Element x y z (Å)
C1 2.02 -0.49 -1.37  0.06
C2 2.32 -0.45 0.90  0.17
C3 0.44 -1.55 0.19  -0.03
C4 -1.85 -0.02 0.12  -0.75
N1 1.19 -1.05 1.06  -0.41
O1 2.77 -0.16 -0.37  -0.42
S1 -1.13 -1.66 -0.28  0.39
H1 2.54 -0.28 -2.30  0.12
H2 2.99 -0.22 1.70  0.19
H3 -1.75 0.17 1.18  0.22
H4 -2.90 -0.07 -0.16  0.23
H5 -1.35 0.75 -0.46  0.23

***

2.
# C42H40CaGeN4S3

A structure of composition C42H40CaGeN4S3 (ωB97M-V/def2-TZVPD, the OMol25 dataset).

The calculation puts the HOMO-LUMO gap at 3.2 eV. The net charge is -2. The highest occupied orbital energy is 0.2 eV.

Each line ends with the Mulliken charge.
Element x y z (Å)
Ca1 -0.21 0.03 0.13  1.03
C1 -4.30 2.78 -2.13  -0.68
C2 -3.51 3.77 -1.54  -0.68
C3 -2.63 3.50 -0.52  -0.43
C4 -2.47 2.18 -0.01  0.10
C5 -3.29 1.19 -0.63  0.16
C6 -4.17 1.48 -1.65  -0.55
N1 -1.59 1.77 0.93  0.01
C7 -0.88 2.70 1.72  -0.12
C8 -1.45 3.80 2.33  -0.49
C9 -0.70 4.71 3.09  -0.71
C10 0.66 4.49 3.24  -0.45
C11 1.27 3.37 2.69  -0.76
C12 0.52 2.42 1.97  -0.45
N2 0.93 1.26 1.45  0.12
N3 2.31 0.90 1.39  -0.31
C13 2.62 -0.49 1.06  1.80
C14 3.67 -1.08 1.93  -1.35
C15 3.85 -2.41 1.99  -0.25
C16 2.95 -3.30 1.32  -1.51
C17 1.83 -2.72 0.78  -0.33
N4 1.55 -1.42 0.69  0.87
H1 -4.99 3.01 -2.94  0.34
H2 -3.58 4.79 -1.91  0.31
H3 -2.02 4.29 -0.11  0.46
H4 -3.25 0.17 -0.23  0.21
H5 -4.76 0.67 -2.08  0.38
H6 -2.51 3.97 2.18  0.47
H7 -1.18 5.57 3.54  0.35
H8 1.26 5.19 3.81  0.33
H9 2.33 3.18 2.82  0.38
H10 4.29 -0.38 2.48  0.37
H11 4.65 -2.82 2.61  0.35
H12 3.06 -4.38 1.34  0.36
H13 1.04 -3.38 0.39  0.26
C18 -2.69 -4.35 4.89  -0.58
C19 -1.22 -4.21 4.50  -0.75
S1 -0.69 -2.72 3.66  -0.02
C20 -1.64 -2.81 2.13  -0.08
C21 -3.09 -2.30 2.14  -0.94
S2 -3.31 -0.74 3.02  0.16
C22 -4.68 -1.08 4.15  -0.77
C23 -4.79 -2.45 4.83  -0.79
S3 -3.38 -2.97 5.85  -0.09
H14 -2.80 -5.27 5.48  0.46
H15 -3.31 -4.49 4.00  0.24
H16 -0.96 -5.10 3.91  0.32
H17 -0.60 -4.26 5.39  0.38
H18 -1.62 -3.83 1.75  0.62
H19 -1.04 -2.25 1.40  -0.61
H20 -3.75 -3.05 2.57  0.29
H21 -3.41 -2.19 1.09  0.49
H22 -5.65 -0.90 3.66  0.28
H23 -4.57 -0.32 4.92  0.38
H24 -5.00 -3.23 4.11  0.38
H25 -5.67 -2.41 5.48  0.44
C24 2.97 0.69 0.12  -2.34
Ge1 2.07 0.46 -1.76  4.12
C25 2.79 2.02 -2.74  -0.74
C26 3.17 3.15 -2.02  -0.52
C27 3.68 4.27 -2.66  -0.56
C28 3.83 4.28 -4.04  -0.42
C29 3.47 3.16 -4.77  -0.68
C30 2.96 2.04 -4.12  0.01
C31 3.08 -1.11 -2.43  -0.10
C32 2.63 -1.93 -3.46  -0.19
C33 3.36 -3.04 -3.88  -0.62
C34 4.56 -3.35 -3.27  -0.41
C35 5.03 -2.54 -2.24  -0.63
C36 4.30 -1.43 -1.83  -0.35
C37 0.27 0.22 -2.78  -0.81
C38 -0.25 1.24 -3.58  -0.91
C39 -1.47 1.12 -4.23  -0.60
C40 -2.23 -0.03 -4.10  -0.42
C41 -1.77 -1.05 -3.29  -0.90
C42 -0.55 -0.91 -2.63  0.11
H26 3.08 3.13 -0.94  0.37
H27 3.96 5.14 -2.08  0.39
H28 4.23 5.15 -4.54  0.33
H29 3.59 3.14 -5.85  0.35
H30 2.68 1.17 -4.71  0.36
H31 1.68 -1.72 -3.95  0.28
H32 2.97 -3.66 -4.68  0.36
H33 5.13 -4.21 -3.58  0.34
H34 5.96 -2.77 -1.74  0.36
H35 4.66 -0.82 -1.01  0.27
H36 0.31 2.16 -3.70  0.32
H37 -1.84 1.95 -4.83  0.38
H38 -3.19 -0.11 -4.60  0.35
H39 -2.36 -1.95 -3.14  0.37
H40 -0.21 -1.74 -2.00  0.73

***

3.
# C36H39IN4OPPtS

A structure of composition C36H39IN4OPPtS in a non-equilibrium geometry (ωB97M-V/def2-TZVPD, the OMol25 dataset).

The calculation puts the HOMO-LUMO gap at 5.9 eV. The net charge is +3. The highest occupied orbital energy is -16.5 eV.

Each line ends with the Mulliken charge.
Element x y z (Å)
Pt1 0.02 -0.59 0.72  2.25
C1 -1.06 -5.68 -1.69  -0.90
C2 -2.11 -4.96 -0.87  -0.51
N1 -1.61 -4.53 0.45  -0.13
C3 -0.95 -3.42 0.71  0.18
S1 -0.73 -2.27 -0.64  -0.35
N2 -0.49 -3.23 1.94  -1.50
N3 0.17 -2.06 2.13  1.05
C4 0.75 -1.79 3.26  1.09
C5 0.85 -2.75 4.38  -2.02
C6 1.26 -0.40 3.37  0.59
C7 1.96 0.01 4.48  -1.07
C8 2.36 1.34 4.59  -0.86
C9 2.02 2.22 3.59  -1.24
C10 1.32 1.75 2.49  -0.59
N4 0.97 0.47 2.35  0.69
H1 -1.51 -6.06 -2.61  0.39
H2 -0.64 -6.52 -1.15  0.33
H3 -0.25 -5.00 -1.98  0.22
H4 -2.97 -5.60 -0.67  0.41
H5 -2.50 -4.07 -1.38  0.21
H6 -1.61 -5.22 1.19  0.30
H7 0.36 -3.69 4.13  0.39
H8 0.40 -2.34 5.28  0.45
H9 1.90 -2.95 4.60  0.43
H10 2.18 -0.70 5.27  0.58
H11 2.92 1.67 5.46  0.49
H12 2.28 3.27 3.64  0.60
H13 1.00 2.42 1.71  0.74
I1 -2.15 0.08 1.91  0.24
C11 -1.78 2.14 1.99  1.20
C12 -1.99 2.63 3.26  -0.58
C13 -2.06 4.02 3.46  -1.13
C14 -1.98 4.85 2.38  -0.74
C15 -1.75 4.35 1.07  0.57
C16 -1.76 5.25 -0.01  -0.96
C17 -1.62 4.81 -1.29  -1.31
C18 -1.36 3.46 -1.52  -0.86
C19 -1.27 2.53 -0.50  1.12
P1 -0.72 0.91 -1.08  1.54
C20 0.64 1.12 -2.25  0.87
C21 0.95 0.02 -3.06  -1.21
C22 1.95 0.11 -4.02  -0.95
C23 2.66 1.30 -4.16  -0.85
C24 2.38 2.38 -3.35  -0.78
C25 1.37 2.30 -2.39  -0.84
C26 -2.09 0.28 -2.10  1.60
C27 -3.29 -0.18 -1.54  -0.45
C28 -4.37 -0.50 -2.35  -0.85
C29 -4.28 -0.36 -3.73  -0.69
C30 -3.10 0.11 -4.29  -0.85
C31 -2.02 0.43 -3.49  -0.61
C32 -1.58 2.95 0.84  -0.21
H14 -2.13 1.97 4.10  0.51
H15 -2.23 4.41 4.46  0.48
H16 -2.09 5.92 2.51  0.47
H17 -1.92 6.31 0.20  0.49
H18 -1.68 5.50 -2.13  0.48
H19 -1.19 3.14 -2.54  0.63
H20 0.39 -0.91 -2.97  0.64
H21 2.16 -0.74 -4.65  0.52
H22 3.44 1.37 -4.91  0.47
H23 2.93 3.30 -3.46  0.55
H24 1.16 3.16 -1.77  0.49
H25 -3.41 -0.29 -0.48  -0.09
H26 -5.29 -0.85 -1.89  0.50
H27 -5.12 -0.61 -4.35  0.46
H28 -3.03 0.23 -5.36  0.49
H29 -1.13 0.82 -3.96  0.44
C33 2.46 -3.47 0.55  -1.32
C34 2.52 -2.35 -0.45  -0.57
O1 2.14 -1.01 0.09  -0.50
C35 3.08 -0.03 -0.51  -0.60
C36 2.99 1.34 0.07  -0.99
H30 2.71 -4.39 0.01  0.46
H31 1.49 -3.62 1.00  0.32
H32 3.20 -3.34 1.33  0.31
H33 1.92 -2.53 -1.35  0.28
H34 3.55 -2.23 -0.76  0.74
H35 2.95 -0.05 -1.59  0.43
H36 4.06 -0.44 -0.27  0.80
H37 1.97 1.72 0.10  -0.40
H38 3.55 2.01 -0.58  0.49
H39 3.43 1.39 1.06  0.54

***

4.
# C8H17NOS

An isolated molecule of C8H17NOS in a non-equilibrium geometry (ωB97M-V/def2-TZVPD, the OMol25 dataset).

The calculation puts the HOMO-LUMO gap (alpha / beta) at 5.3 / 7.8 eV. The highest occupied orbital energy (alpha / beta) is -4.6 / -8.7 eV. The expectation value of S² is 2.008. As for the multiplicity: 3.

Each line ends with the Mulliken spin population.
Element x y z (Å)
C1 -0.02 1.27 0.95  0.06
C2 -0.33 -0.15 1.52  0.03
C3 -0.07 -1.06 -0.79  0.73
C4 0.19 1.22 -0.61  0.75
C5 0.22 -1.28 0.67  -0.07
C6 -0.39 -2.68 1.07  0.07
C7 1.76 -1.36 0.81  0.02
C8 -1.10 3.55 -1.40  0.07
N1 0.71 -1.59 -1.72  0.23
O1 -2.24 1.08 -1.32  0.01
S1 -0.98 1.73 -1.75  0.05
H1 -0.84 1.91 1.17  0.00
H2 0.95 1.78 1.29  0.03
H3 0.03 -0.20 2.59  0.00
H4 -1.48 -0.19 1.54  0.00
H5 -1.09 -0.99 -1.14  -0.02
H6 1.17 1.22 -0.99  -0.01
H7 0.10 -2.98 2.03  -0.01
H8 -0.30 -3.30 0.23  0.03
H9 -1.41 -2.47 1.46  -0.02
H10 2.14 -2.34 0.54  0.00
H11 2.19 -1.27 1.81  0.00
H12 2.19 -0.55 0.26  0.00
H13 -0.97 3.80 -0.32  0.00
H14 -2.15 3.91 -1.57  0.01
H15 -0.43 3.96 -2.06  0.00
H16 0.39 -1.26 -2.66  0.02
H17 1.73 -1.74 -1.62  0.02

***

5.
# C12H44N2O10

A cluster of 10 separate species, C12H44N2O10 in total in a non-equilibrium geometry (ωB97M-V/def2-TZVPD, the OMol25 dataset).

Its structure (SMILES) is NC(N)=O.CC(C)O.CO.CO.CO.CO.CO.CO.CO.CO. The calculation puts the HOMO-LUMO gap at 10.3 eV. The highest occupied orbital energy is -10.1 eV.

Each line ends with the natural charge from an NBO analysis.
Element x y z (Å)
C1 -0.94 -8.67 2.18  -0.25
O1 -0.22 -8.01 1.15  -0.72
H1 -1.97 -8.33 2.06  0.17
H2 -0.83 -9.75 2.25  0.16
H3 -0.57 -8.30 3.14  0.18
H4 -0.65 -8.23 0.31  0.46
C2 -1.76 -2.34 -6.60  -0.24
O2 -1.61 -2.76 -5.29  -0.72
H5 -2.61 -1.67 -6.66  0.15
H6 -0.92 -1.83 -7.08  0.19
H7 -2.02 -3.21 -7.19  0.16
H8 -2.41 -3.26 -5.08  0.46
C3 -3.11 5.84 1.73  -0.25
O3 -2.29 5.77 0.55  -0.72
H9 -4.08 6.30 1.54  0.16
H10 -3.20 4.84 2.15  0.19
H11 -2.74 6.56 2.46  0.16
H12 -2.11 6.66 0.25  0.46
C4 5.49 -9.01 1.59  -0.24
O4 5.01 -7.72 1.78  -0.72
H13 6.09 -9.09 0.69  0.16
H14 6.10 -9.48 2.37  0.17
H15 4.64 -9.69 1.51  0.16
H16 4.09 -7.71 1.51  0.47
C5 4.04 7.85 1.42  -0.25
O5 5.14 8.52 0.93  -0.72
H17 3.70 7.11 0.69  0.16
H18 4.22 7.54 2.45  0.16
H19 3.18 8.49 1.59  0.17
H20 5.87 7.90 0.82  0.47
C6 1.04 2.78 7.81  -0.26
O6 1.27 2.98 9.21  -0.72
H21 1.69 2.01 7.40  0.16
H22 0.01 2.49 7.57  0.17
H23 1.35 3.59 7.15  0.18
H24 1.39 2.11 9.61  0.47
C7 7.03 -0.27 0.96  -0.25
O7 6.28 0.92 1.30  -0.73
H25 6.48 -0.95 0.30  0.17
H26 7.99 0.07 0.58  0.19
H27 7.26 -0.88 1.84  0.16
H28 5.43 0.68 1.69  0.47
C8 -3.08 -3.57 4.32  -0.24
O8 -4.25 -4.24 3.99  -0.72
H29 -3.15 -2.51 4.05  0.16
H30 -3.01 -3.57 5.40  0.18
H31 -2.25 -4.07 3.81  0.16
H32 -4.34 -4.17 3.03  0.46
C9 0.93 -0.27 0.43  0.75
O9 1.12 -0.02 1.57  -0.65
N1 0.52 0.53 -0.49  -0.82
N2 1.10 -1.45 -0.15  -0.84
H33 0.26 1.50 -0.34  0.40
H34 0.37 0.21 -1.44  0.38
H35 0.95 -1.54 -1.15  0.38
H36 1.55 -2.21 0.35  0.40
C10 -3.46 4.04 -6.20  -0.63
C11 -4.72 3.65 -6.93  0.10
C12 -5.93 3.50 -5.96  -0.64
O10 -5.04 4.66 -7.81  -0.71
H37 -2.63 4.14 -6.90  0.21
H38 -3.16 3.33 -5.43  0.21
H39 -3.45 5.03 -5.75  0.22
H40 -4.48 2.71 -7.44  0.15
H41 -6.19 4.27 -5.24  0.22
H42 -5.81 2.54 -5.46  0.20
H43 -6.79 3.25 -6.58  0.20
H44 -5.82 4.39 -8.30  0.46

***

6.
# C17H21IN6O5Pt

A structure of composition C17H21IN6O5Pt in a non-equilibrium geometry (ωB97M-V/def2-TZVPD, the OMol25 dataset).

The calculation puts the HOMO-LUMO gap (alpha / beta) at 5.3 / 5.3 eV. The net charge is +2. The highest occupied orbital energy (alpha / beta) is -14.2 / -14.2 eV.

Each line ends with the natural charge from an NBO analysis.
Element x y z (Å)
Pt1 -0.13 0.06 0.18  1.42
C1 -4.25 -1.93 0.58  -0.66
C2 -3.73 -1.78 -0.82  0.21
N1 -4.41 -2.38 -1.79  -0.33
C3 -3.97 -2.29 -3.05  0.03
C4 -2.81 -1.66 -3.42  -0.01
C5 -2.37 -1.73 -4.87  -0.10
O1 -1.94 -0.47 -5.37  -0.73
C6 -2.09 -1.00 -2.40  -0.21
C7 -0.92 -0.27 -2.73  0.23
N2 -0.07 0.22 -1.89  -0.51
C8 1.02 0.97 -2.44  0.14
C9 1.76 0.55 -3.53  -0.22
C10 2.78 1.36 -4.02  -0.16
C11 3.06 2.58 -3.41  -0.16
C12 2.33 3.00 -2.30  -0.21
C13 1.33 2.18 -1.84  -0.20
I1 0.14 2.69 -0.19  0.53
C14 -2.58 -1.01 -1.10  0.33
O2 -2.05 -0.31 -0.08  -0.62
H1 -5.15 -2.54 0.56  0.26
H2 -4.48 -0.96 1.02  0.22
H3 -3.50 -2.41 1.21  0.24
H4 -4.58 -2.77 -3.80  0.22
H5 -3.18 -2.15 -5.46  0.21
H6 -1.53 -2.42 -4.97  0.20
H7 -2.69 -0.02 -5.78  0.50
H8 -0.76 -0.06 -3.78  0.27
H9 1.56 -0.41 -3.99  0.24
H10 3.36 1.04 -4.87  0.25
H11 3.86 3.20 -3.79  0.25
H12 2.55 3.95 -1.83  0.25
N3 -0.83 0.37 2.47  -0.55
N4 -1.41 -0.83 2.82  -0.48
C15 -1.12 -1.95 2.00  0.88
O3 -1.67 -2.99 2.22  -0.51
O4 -0.23 -1.69 1.07  -0.72
H13 0.18 0.43 2.59  0.43
H14 -1.36 1.19 2.76  0.43
H15 -2.33 -0.82 3.21  0.43
C16 2.53 -2.02 -0.17  -0.41
N5 3.13 -1.38 0.99  -0.56
C17 2.68 -0.34 1.68  0.81
N6 3.37 0.06 2.76  -0.78
O5 1.62 0.32 1.40  -0.79
H16 3.33 -2.33 -0.84  0.24
H17 1.92 -1.30 -0.71  0.19
H18 1.92 -2.87 0.11  0.24
H19 3.94 -1.85 1.38  0.42
H20 4.23 -0.38 3.04  0.42
H21 3.09 0.91 3.21  0.43

***

7.
# H5NO

A cluster of 2 separate species, H5NO in total in a non-equilibrium geometry (ωB97M-V/def2-TZVPD, the OMol25 dataset).

Its structure (SMILES) is N.O. The calculation puts the HOMO-LUMO gap at 11.4 eV. The highest occupied orbital energy is -10.6 eV.

Each line ends with the natural charge from an NBO analysis.
Element x y z (Å)
N1 -0.49 1.05 0.87  -1.08
H1 -1.43 0.79 0.57  0.36
H2 -0.10 1.66 0.14  0.36
H3 -0.59 1.64 1.71  0.36
O1 0.96 -2.09 -0.99  -0.95
H4 0.96 -1.71 -1.90  0.47
H5 0.69 -1.34 -0.41  0.48

***

8.
# H22NO14

A cluster of 12 separate species, H22NO14 in total in a non-equilibrium geometry (ωB97M-V/def2-TZVPD, the OMol25 dataset).

The calculation puts the HOMO-LUMO gap at 9.9 eV. The net charge is -1. The highest occupied orbital energy is -7.2 eV.

Each line ends with the natural charge from an NBO analysis.
Element x y z (Å)
N1 -0.24 -1.34 -0.62  0.73
O1 0.42 -0.34 -0.92  -0.56
O2 0.21 -2.07 0.26  -0.57
O3 -1.48 -1.26 -0.72  -0.51
O4 -2.30 -1.88 1.99  -0.96
H1 -1.83 -2.51 2.55  0.47
H2 -2.09 -2.04 1.12  0.49
O5 1.54 -3.50 2.14  -0.96
H3 0.70 -3.69 2.61  0.46
H4 1.35 -3.18 1.25  0.50
O6 3.23 -0.83 0.16  -0.96
H5 3.24 0.00 0.69  0.46
H6 2.27 -0.89 0.05  0.49
O7 0.35 -0.55 2.49  -0.98
H7 0.35 -1.09 1.69  0.47
H8 0.49 0.29 2.12  0.46
O8 -1.77 1.29 -1.80  -0.97
H9 -1.42 0.48 -1.46  0.50
H10 -1.97 1.83 -1.08  0.48
O9 -2.36 0.96 1.18  -1.00
H11 -2.28 0.02 1.41  0.50
H12 -1.52 1.30 1.47  0.49
O10 2.25 2.58 -0.36  -0.97
H13 1.73 2.35 -1.10  0.50
H14 3.06 2.57 -0.94  0.49
O11 2.56 -0.15 -2.91  -1.00
H15 3.34 -0.72 -2.73  0.49
H16 1.81 -0.36 -2.33  0.50
O12 -4.57 0.69 -0.69  -0.95
H17 -3.65 0.68 -0.62  0.48
H18 -4.83 0.81 0.22  0.46
O13 0.37 1.67 1.30  -0.97
H19 0.57 1.92 2.19  0.47
H20 1.10 2.02 0.75  0.52
O14 0.48 1.99 -3.21  -1.02
H21 1.15 1.31 -3.46  0.48
H22 -0.27 1.61 -2.70  0.51

***

no.,total energy (Eh)
1,-683.4053
2,-5792.4582
3,-2845.1129
4,-842.9770
5,-1345.3011
6,-1781.5266
7,-132.9864
8,-1121.2808